Density functional theory data (ωB97M-V/def2-TZVPD) for an isolated molecule of C5H7NO.

Last column: natural (NBO) charge in e.
Positions of all 14 atoms, in Å:
H -0.485 2.135 -0.442  0.215
N -1.570 0.348 -0.627  -0.487
H -2.087 -1.410 -1.548  0.170
H 0.368 1.727 1.871  0.221
H -0.510 0.117 1.883  0.218
C 0.014 0.873 1.301  -0.412
H 0.870 -1.669 0.694  0.181
C -0.476 1.106 -0.095  -0.072
C 0.906 -1.045 -0.210  -0.070
C 0.851 0.426 0.133  -0.298
O -0.154 -1.498 -1.068  -0.500
C -1.314 -0.813 -1.065  0.407
H 1.755 0.989 -0.085  0.226
H 1.829 -1.275 -0.745  0.201

## Properties
F_max: 0.0081 Eh/bohr
SMILES: C1=N[C@H]2C[C@H]2CO1
energy above the lowest of the compared OMol25 structures with the same formula, charge and spin: 154.27 kJ/mol
DFT total energy: -8834.6039 eV

---

Density functional theory data (ωB97M-V/def2-TZVPD) for a structure of composition C5H7NO in a non-equilibrium geometry.

Last column: natural (NBO) charge in e.
Positions of all 14 atoms, in Å:
C -0.979 -1.072 -0.053  -0.244
C -0.509 0.366 -0.187  -0.092
O 0.775 2.206 -0.880  -0.618
H -1.909 -1.293 0.483  0.210
C 1.015 -0.371 -0.168  -0.203
H -1.213 0.283 1.967  0.206
H 1.884 0.217 0.161  0.224
H 0.363 1.137 1.668  0.221
N 0.199 -1.006 0.928  -0.348
H 1.308 -1.060 -0.974  0.204
C 0.138 1.206 -1.168  0.366
H -0.859 -1.721 -0.924  0.203
C -0.341 0.385 1.309  -0.255
H 0.126 0.723 -2.163  0.125

## Properties
F_max: 0.0286 Eh/bohr
energy above the lowest of the compared OMol25 structures with the same formula, charge and spin: 482.88 kJ/mol
DFT total energy: -8831.1981 eV

---

Density functional theory data (ωB97M-V/def2-TZVPD) for a structure of composition C5H7NO.

Last column: natural (NBO) charge in e.
Positions of all 14 atoms, in Å:
C -0.243 -0.027 0.209  0.025
H -2.446 -0.444 -0.141  0.262
H -0.198 -2.246 0.360  0.237
H -2.259 1.339 0.083  0.249
H 2.757 0.727 0.723  0.419
C 1.697 -1.108 0.387  0.600
O 2.610 -1.873 0.666  -0.647
H -0.929 0.481 -0.928  0.296
H 0.639 2.027 -0.061  0.225
C -2.040 0.480 -0.549  -0.706
H -2.443 0.621 -1.566  0.256
N 1.873 0.325 0.438  -0.571
C 0.708 0.980 0.209  -0.085
C 0.286 -1.306 0.135  -0.560

## Properties
F_max: 0.0062 Eh/bohr
energy above the lowest of the compared OMol25 structures with the same formula, charge and spin: 472.95 kJ/mol
DFT total energy: -8831.3011 eV

---

> Which of these has the highest energy above the lowest of the compared OMol25 structures with the same formula, charge and spin?

number 2

---

> What is the F_max in the second record?

0.0286 Eh/bohr